[1]
Formula: C9H17BN2
Source: the Open Molecules 2025 dataset
Level of theory: ωB97M-V with the def2-TZVPD basis set

The geometry in XYZ format:
```
29
C9H17BN2 ωB97M-V with the def2-TZVPD basis set
B 0.69243 0.58941 -0.24403
C -1.54356 -1.18844 -2.66368
C -1.42597 -0.10217 -1.63818
C -0.46466 -1.94801 -2.71562
C -0.00189 -0.24489 -1.12402
C 0.58467 -1.51317 -1.73962
C -1.61504 0.63007 1.93491
C -1.50776 -1.69065 1.88615
C 1.80227 1.29299 1.87592
C 2.37468 2.38875 -0.18940
N -0.96776 -0.40817 2.19995
N 1.54945 1.38502 0.45269
H -2.43326 -1.30217 -3.26173
H -1.61251 0.88692 -2.07442
H -0.31106 -2.79520 -3.36414
H 0.76309 -2.29700 -0.99183
H 1.54291 -1.33099 -2.23801
H -1.18070 1.58911 2.17455
H -2.17245 -0.24354 -0.84574
H -2.60280 0.64218 1.46223
H -1.57504 -2.26744 2.81047
H -2.49125 -1.64926 1.40517
H -0.80322 -2.19410 1.22351
H 2.82629 0.94531 2.05887
H 1.68959 2.27469 2.34486
H 1.10228 0.59526 2.32688
H 3.43705 2.15685 -0.05097
H 2.15996 2.42054 -1.25546
H 2.18428 3.37809 0.24067
```

Summary:
Energy above the lowest of the compared OMol25 structures with the same formula, charge and spin, kJ/mol: 74.18
HOMO-LUMO gap, eV: 7.813
E, eV: -13263.0636
LUMO energy, eV: 0.720
HOMO energy, eV: -7.09

Population analysis type Löwdin, resulting atomic charges in e:
1. B -0.1916
2. C -0.1028
3. C -0.1848
4. C -0.1040
5. C -0.1639
6. C -0.1818
7. C -0.0763
8. C -0.1339
9. C -0.0720
10. C -0.0652
11. N -0.0912
12. N -0.1310
13. H 0.0966
14. H 0.1097
15. H 0.0969
16. H 0.1031
17. H 0.1077
18. H 0.0683
19. H 0.0872
20. H 0.0809
21. H 0.0801
22. H 0.0759
23. H 0.0773
24. H 0.0939
25. H 0.0898
26. H 0.0586
27. H 0.0924
28. H 0.0903
29. H 0.0898


[2]
Formula: C5H5NS
Source: the Open Molecules 2025 dataset
Level of theory: ωB97M-V with the def2-TZVPD basis set

The geometry in XYZ format:
```
12
C5H5NS ωB97M-V with the def2-TZVPD basis set
C -0.88097 -0.99037 -0.54411
C 0.32892 -0.36194 0.04157
C 1.32833 -1.10096 0.43433
C 0.58259 1.04472 -0.16147
C 0.88135 2.19010 -0.33768
H -1.75336 1.07724 1.15366
H -0.50276 -1.93644 -0.96916
H 2.30930 -0.75814 0.80537
H 1.17980 -2.17752 0.55817
H 1.42716 3.11074 -0.61605
N -2.09893 -0.70029 -0.61126
S -2.80142 0.60285 0.24663
```

Summary:
Energy above the lowest of the compared OMol25 structures with the same formula, charge and spin, kJ/mol: 344.87
HOMO-LUMO gap, eV: 8.975
E, eV: -17587.3029
LUMO energy, eV: 0.066
HOMO energy, eV: -8.91

Population analysis type Löwdin, resulting atomic charges in e:
1. C -0.2782
2. C -0.3489
3. C 0.0680
4. C -0.1459
5. C 0.1189
6. H -0.0818
7. H 0.1187
8. H 0.0954
9. H 0.0814
10. H 0.0571
11. N -0.3635
12. S 0.6788


[3]
Formula: C26H26N7OSSr
Source: the Open Molecules 2025 dataset
Level of theory: ωB97M-V with the def2-TZVPD basis set

The geometry in XYZ format:
```
62
C26H26N7OSSr ωB97M-V with the def2-TZVPD basis set
Sr -0.15779 0.11167 -0.74612
C 4.51587 0.64137 -0.97455
C 3.21612 0.14111 -1.10729
N 2.13937 0.89960 -1.09087
C 2.27518 2.25554 -1.03452
C 3.56383 2.85489 -0.98787
C 4.68135 1.99685 -0.90970
C 3.70628 4.25235 -1.09024
C 2.58716 5.00445 -1.31697
C 1.30613 4.43630 -1.33329
C 1.08222 3.08123 -1.09376
N -0.11870 2.43717 -0.99429
C -1.33980 3.05979 -0.88373
C -1.58100 4.35109 -0.42791
C -2.86888 4.90786 -0.39245
C -3.96626 4.19447 -0.78467
C -3.80222 2.84537 -1.15906
C -4.90115 2.01694 -1.47140
C -4.70702 0.69603 -1.76109
C -3.39908 0.19440 -1.73637
N -2.34465 0.93526 -1.46743
C -2.50878 2.26052 -1.18650
H 5.36040 -0.03378 -0.95705
H 3.05309 -0.92457 -1.24381
H 5.66879 2.43583 -0.83497
H 4.69164 4.69653 -1.04599
H 2.68392 6.07065 -1.47913
H 0.46778 5.07783 -1.54952
H -0.75743 4.94045 -0.05892
H -2.98600 5.92817 -0.04996
H -4.95654 4.63059 -0.78202
H -5.89579 2.44606 -1.46351
H -5.53373 0.03938 -1.99372
H -3.21541 -0.85352 -1.95129
C -0.08319 -4.00184 5.15601
C 0.27994 -3.21461 3.94254
C 1.49123 -3.26657 3.31939
C 1.71413 -2.42378 2.21188
N 0.77963 -1.61440 1.73508
C -0.42488 -1.56409 2.33981
S -1.65874 -0.55394 1.82906
N -0.64150 -2.36607 3.43473
C 3.04690 -2.42556 1.54287
H 0.41771 -4.96703 5.14156
H -1.15852 -4.16130 5.22408
H 0.23921 -3.47278 6.05444
H 2.27297 -3.91882 3.67884
H -1.54281 -2.27106 3.88428
H 3.17726 -3.35028 0.97578
H 3.84449 -2.38723 2.28475
H 3.12941 -1.57555 0.87404
C 0.24784 -4.21046 -2.47412
N -0.94609 -4.19318 -1.64356
C -1.35214 -3.05902 -1.04147
N -2.51588 -3.09418 -0.35410
O -0.68090 -2.01191 -1.12033
H 0.47004 -5.23852 -2.74471
H 1.08843 -3.79955 -1.91822
H 0.11366 -3.62363 -3.38301
H -1.54961 -4.99623 -1.64486
H -3.01011 -3.95476 -0.20074
H -2.70743 -2.31151 0.25600
```

Summary:
Energy above the lowest of the compared OMol25 structures with the same formula, charge and spin, kJ/mol: 78.12
HOMO-LUMO gap, eV: 5.544
E, eV: -51533.3598
LUMO energy, eV: -2.952
Charge: +1
HOMO energy, eV: -8.50

Population analysis type Löwdin, resulting atomic charges in e:
1. Sr 1.4622
2. C -0.0533
3. C -0.1701
4. N -0.0505
5. C -0.1515
6. C -0.1580
7. C 0.0024
8. C -0.0577
9. C -0.0711
10. C -0.0262
11. C -0.2329
12. N -0.1244
13. C -0.2320
14. C -0.0271
15. C -0.0690
16. C -0.0530
17. C -0.1549
18. C 0.0020
19. C -0.0469
20. C -0.1465
21. N -0.0447
22. C -0.1554
23. H 0.1075
24. H 0.1028
25. H 0.1229
26. H 0.1098
27. H 0.1100
28. H 0.0956
29. H 0.0989
30. H 0.1096
31. H 0.1108
32. H 0.1226
33. H 0.1070
34. H 0.0973
35. C 0.0075
36. C -0.2516
37. C 0.0320
38. C -0.2787
39. N 0.0932
40. C -0.8096
41. S 0.6562
42. N 0.1112
43. C 0.0000
44. H 0.0959
45. H 0.0919
46. H 0.1059
47. H 0.1318
48. H 0.1457
49. H 0.1022
50. H 0.0988
51. H 0.0511
52. C -0.0499
53. N 0.0302
54. C -0.5961
55. N 0.1880
56. O -0.2529
57. H 0.0917
58. H 0.0809
59. H 0.0937
60. H 0.1419
61. H 0.1140
62. H 0.0390


[4]
Formula: C7H7NO3
Source: the Open Molecules 2025 dataset
Level of theory: ωB97M-V with the def2-TZVPD basis set

The geometry in XYZ format:
```
18
C7H7NO3 ωB97M-V with the def2-TZVPD basis set
C 2.11707 -0.95195 -0.18899
C 0.83630 -0.41904 -0.01472
C 0.59950 0.91204 -0.29361
C -0.72501 1.50810 -0.16921
C -1.85018 0.53779 0.00094
C -1.55725 -0.83788 0.03819
C -0.26957 -1.32835 0.06703
H 4.12553 1.03219 0.33274
H 2.16897 -1.92147 -0.58927
H 1.35974 1.67773 -0.51877
H -0.94995 2.53200 -0.39361
H -3.12550 1.83837 0.51956
H -3.42382 -1.41556 0.07055
H -0.31919 -2.37525 -0.05456
N 3.33340 -0.61602 0.04507
O 3.29206 0.61019 0.61801
O -3.07445 0.90833 0.28711
O -2.53766 -1.69121 0.24355
```

Summary:
Energy above the lowest of the compared OMol25 structures with the same formula, charge and spin, kJ/mol: 358.89
HOMO-LUMO gap, eV: 8.490
E, eV: -15001.8768
LUMO energy, eV: 0.445
HOMO energy, eV: -8.04

Population analysis type Löwdin, resulting atomic charges in e:
1. C -0.1600
2. C -0.2209
3. C -0.0327
4. C 0.0466
5. C -0.2560
6. C -0.3052
7. C 0.0686
8. H 0.1090
9. H 0.1009
10. H 0.1145
11. H 0.0883
12. H 0.1247
13. H 0.1048
14. H 0.1203
15. N -0.0012
16. O -0.0892
17. O 0.0885
18. O 0.0990